P.
# C4H4N2O2

A cluster of 2 separate species, C4H4N2O2 in total (ωB97M-V with the def2-TZVPD basis set, OMol25).

Properties
Molar mass = 112.088 g/mol
Orbital gap = 8.33 eV
Charge = 0
LUMO level = 0.1 eV

The geometry in XYZ format:
```
12
Properties=species:S:1:pos:R:3:nbo_charge:R:1
C -0.65 -0.16 -0.21 0.234
C -0.77 2.37 0.18 0.863
C -3.08 -0.07 -0.21 0.917
C 0.24 -0.95 0.61 -0.768
N -1.97 -0.38 0.16 -0.649
N -1.29 2.81 -0.76 -0.759
O -4.21 0.10 -0.36 -0.463
O -0.50 1.90 1.20 -0.536
H 1.22 -0.67 0.37 0.225
H 0.15 -1.93 0.43 0.245
H -0.14 -0.82 1.54 0.243
H -1.04 3.38 -1.62 0.447
```



Q.
# C4H4N2O2

The molecule C4H4N2O2 (ωB97M-V with the def2-TZVPD basis set, OMol25).

Properties
Molar mass = 112.088 g/mol
Orbital gap = 8.33 eV
Charge = 0
LUMO level = -0.4 eV

The geometry in XYZ format:
```
12
Properties=species:S:1:pos:R:3:nbo_charge:R:1
C -1.86 0.32 -0.02 0.311
C -0.51 0.20 0.06 -0.089
C 0.54 -0.10 -0.90 -0.376
C 1.62 -0.25 -0.06 0.391
H -2.24 0.54 1.82 0.513
H -2.44 0.20 -0.96 0.189
H 0.43 -0.33 -1.95 0.233
H 2.93 -0.92 -1.25 0.486
N 1.29 0.02 1.29 -0.190
N 0.06 0.29 1.35 -0.196
O -2.73 0.53 0.95 -0.623
O 2.92 -0.50 -0.35 -0.649
```



Ordering by calculated energy gives the sequence Q, P, with the first entry being the most stable.



P.
# C4H4N2O2

The molecule C4H4N2O2 (ωB97M-V with the def2-TZVPD basis set, OMol25).

Properties
Molar mass = 112.088 g/mol
Orbital gap = 8.53 eV
Charge = 0
LUMO level = -0.3 eV

The geometry in XYZ format:
```
12
Properties=species:S:1:pos:R:3:nbo_charge:R:1
C 0.08 -0.14 0.54 0.267
C -0.79 -0.68 -0.56 0.461
C -0.58 -0.32 -1.91 -0.130
C -0.38 0.31 -2.93 -0.097
H -0.14 0.05 2.60 0.416
H -1.57 -0.48 1.70 0.430
H 2.76 0.96 1.18 0.480
H -0.19 0.83 -3.91 0.257
N -0.58 -0.26 1.68 -0.807
N 1.26 0.33 0.28 -0.183
O 1.90 0.69 1.48 -0.589
O -1.76 -1.28 -0.15 -0.505
```



Q.
# C4H4N2O2

The molecule C4H4N2O2 (ωB97M-V with the def2-TZVPD basis set, OMol25).

Properties
Molar mass = 112.088 g/mol
Orbital gap = 8.63 eV
Charge = 0
LUMO level = -0.3 eV

The geometry in XYZ format:
```
12
Properties=species:S:1:pos:R:3:nbo_charge:R:1
C -0.11 -0.20 -0.05 0.557
C -1.11 2.13 -0.09 0.645
C 1.28 -0.13 0.03 -0.516
C 1.99 -1.32 -0.22 0.248
H -1.86 -1.27 0.30 0.421
H -0.18 -2.11 0.95 0.434
H -2.20 2.45 -0.08 0.164
H 1.80 0.84 -0.22 0.281
N -0.81 -1.35 0.19 -0.825
N 2.35 -2.46 -0.59 -0.336
O -1.09 0.78 0.19 -0.540
O -0.06 2.65 -0.42 -0.534
```



Ordering by calculated energy gives the sequence Q, P, with the first entry being the most stable.



P.
# C3H3F

A cluster of 2 separate species, C3H3F in total (ωB97M-V with the def2-TZVPD basis set, OMol25).

Properties
Molar mass = 58.055 g/mol
Orbital gap (alpha / beta) = 8.36 / 8.36 eV
Charge = 0
LUMO level (alpha / beta) = -1.4 / -1.4 eV

The geometry in XYZ format:
```
7
Properties=species:S:1:pos:R:3:nbo_charge:R:1
C 2.33 0.14 0.63 -0.303
C 3.37 -0.01 0.04 0.232
C 0.10 -0.04 -0.23 -0.336
F 4.63 -0.01 -0.24 -0.275
H 0.02 1.06 -0.36 0.225
H -0.38 -0.44 0.66 0.204
H 0.83 -0.69 -0.77 0.254
```



Q.
# C3H3F

A structure of composition C3H3F (ωB97M-V with the def2-TZVPD basis set, OMol25).

Properties
Molar mass = 58.055 g/mol
Orbital gap = 10.83 eV
Charge = 0
LUMO level = 0.7 eV

The geometry in XYZ format:
```
7
Properties=species:S:1:pos:R:3:nbo_charge:R:1
C 0.15 0.42 1.88 -0.356
C 0.05 0.09 0.74 -0.138
C -0.42 -0.69 -1.07 0.178
F -1.29 -1.55 -0.83 -0.291
H 0.54 0.70 2.82 0.229
H -0.92 0.34 -1.33 0.186
H 0.51 -0.89 -1.61 0.193
```



Ordering by calculated energy gives the sequence Q, P, with the first entry being the most stable.



P.
# C2H6O

A cluster of 2 separate species, C2H6O in total (ωB97M-V with the def2-TZVPD basis set, OMol25).

Properties
Molar mass = 46.069 g/mol
Orbital gap = 10.90 eV
Charge = 0
LUMO level = 0.9 eV

The geometry in XYZ format:
```
9
Properties=species:S:1:pos:R:3:nbo_charge:R:1
C 0.56 -0.19 -0.57 -0.374
C -0.16 -0.29 -1.67 -0.399
H 0.70 -1.12 -0.01 0.201
H 1.00 0.72 -0.17 0.182
H -0.52 -1.24 -2.09 0.199
H -0.36 0.62 -2.25 0.186
O -0.31 0.12 2.16 -0.937
H -1.04 0.43 2.75 0.473
H 0.13 0.94 1.86 0.469
```



Q.
# C2H6O

A cluster of 2 separate species, C2H6O in total (ωB97M-V with the def2-TZVPD basis set, OMol25).

Properties
Molar mass = 46.069 g/mol
Orbital gap = 11.20 eV
Charge = 0
LUMO level = 1.0 eV

The geometry in XYZ format:
```
9
Properties=species:S:1:pos:R:3:nbo_charge:R:1
C 1.24 -0.14 0.22 -0.404
C 0.59 0.22 1.37 -0.387
H 1.58 0.54 -0.66 0.189
H 1.40 -1.16 -0.19 0.203
H 0.12 1.14 1.66 0.207
H 0.45 -0.57 2.07 0.193
H -1.52 0.59 -1.10 0.467
H -1.69 -0.62 -1.88 0.455
O -2.16 0.01 -1.49 -0.922
```



Ordering by calculated energy gives the sequence P, Q, with the first entry being the most stable.



P.
# C2H6O

A cluster of 2 separate species, C2H6O in total (ωB97M-V with the def2-TZVPD basis set, OMol25).

Properties
Molar mass = 46.069 g/mol
Orbital gap = 11.66 eV
Charge = 0
LUMO level = 1.0 eV

The geometry in XYZ format:
```
9
Properties=species:S:1:pos:R:3:nbo_charge:R:1
C -0.83 -0.17 -0.78 -0.406
C -1.05 -0.68 0.43 -0.376
H -0.42 -0.64 -1.65 0.202
H -1.19 0.83 -0.95 0.188
H -0.76 -1.70 0.67 0.191
H -1.54 -0.14 1.22 0.201
H 2.02 0.08 0.52 0.468
H 1.52 1.39 0.00 0.468
O 2.25 1.02 0.54 -0.934
```



Q.
# C2H6O

A cluster of 2 separate species, C2H6O in total (ωB97M-V with the def2-TZVPD basis set, OMol25).

Properties
Molar mass = 46.069 g/mol
Orbital gap = 10.86 eV
Charge = 0
LUMO level = 0.9 eV

The geometry in XYZ format:
```
9
Properties=species:S:1:pos:R:3:nbo_charge:R:1
C -0.62 0.21 1.69 -0.392
C -0.42 -0.84 0.91 -0.382
H -0.26 0.20 2.72 0.189
H -1.15 1.10 1.33 0.195
H 0.08 -1.78 1.20 0.197
H -0.80 -0.77 -0.11 0.193
O 1.19 0.57 -2.21 -0.939
H 1.06 -0.11 -2.90 0.469
H 0.93 1.42 -2.64 0.470
```



Ordering by calculated energy gives the sequence P, Q, with the first entry being the most stable.



P.
# C2H6O

The molecule C2H6O (ωB97M-V with the def2-TZVPD basis set, OMol25).

Properties
Molar mass = 46.069 g/mol
Orbital gap = 11.37 eV
Charge = 0
LUMO level = 1.1 eV

The geometry in XYZ format:
```
9
Properties=species:S:1:pos:R:3:nbo_charge:R:1
C -0.13 0.21 1.17 -0.644
C 0.62 -0.09 -0.16 -0.075
H 0.01 -0.55 1.95 0.211
H -1.19 0.16 0.89 0.192
H 0.07 1.20 1.70 0.224
H 1.38 0.65 -0.55 0.188
H 1.17 -1.10 -0.04 0.156
H -1.14 -0.46 -0.68 0.453
O -0.40 -0.08 -1.17 -0.704
```



Q.
# C2H6O

A cluster of 2 separate species, C2H6O in total (ωB97M-V with the def2-TZVPD basis set, OMol25).

Properties
Molar mass = 46.069 g/mol
Orbital gap = 10.83 eV
Charge = 0
LUMO level = 0.9 eV

The geometry in XYZ format:
```
9
Properties=species:S:1:pos:R:3:nbo_charge:R:1
C 0.00 0.00 0.00 -0.383
C 1.11 -0.40 0.71 -0.379
H -0.64 0.77 0.45 0.192
H -0.36 -0.50 -0.90 0.174
H 1.34 0.17 1.62 0.192
H 1.82 -1.18 0.41 0.202
O -1.49 -2.32 -1.31 -0.934
H -2.24 -2.76 -1.77 0.473
H -1.66 -1.36 -1.44 0.464
```



Ordering by calculated energy gives the sequence P, Q, with the first entry being the most stable.